Record 1
Molecular formula: C6H12F10PS
Method: DFT, ωB97M-V with the def2-TZVPD basis set

The calculation puts the electronic energy at -53711.7637 eV. As for the total charge: -1. The gap between HOMO and LUMO comes out at 0.2269 hartree.

Each line ends with the Mulliken charge.
Cartesian coordinates (Å):
C 3.722211 1.161951 0.738916  -1.30
C 2.746946 0.079096 1.167776  0.39
F 3.368869 -0.668129 2.212275  -0.38
P 2.240716 -1.184814 -0.204932  -0.50
C 1.027740 0.096071 -1.041558  -1.30
C -0.437571 -0.295333 -0.844276  -0.83
C -1.273156 0.738826 -0.112616  1.17
F -0.488863 1.262107 0.864689  -0.31
F -1.609990 1.777567 -0.879197  -0.33
C -2.487392 0.169133 0.675145  0.31
F -2.783059 1.033606 1.638953  -0.31
F -2.213505 -0.936601 1.275745  -0.25
S -4.086797 -0.060712 -0.307802  1.37
F -4.921128 -0.055458 1.046904  -0.32
F -3.982412 -1.640554 -0.162167  -0.32
F -3.336581 -0.169830 -1.682310  -0.30
F -4.300698 1.483209 -0.448130  -0.30
F -5.442970 -0.275548 -1.085028  -0.30
H 4.465332 1.321178 1.522093  0.43
H 3.163096 2.090556 0.606244  0.29
H 4.252577 0.923841 -0.183338  0.27
H 1.847811 0.490559 1.628785  0.05
H 3.336499 -0.760175 -1.103855  -0.03
H 3.134076 -2.202844 0.349534  0.13
H 1.190006 -1.678547 0.701083  -0.13
H 1.827394 -2.166789 -1.234141  0.14
H 1.237222 -0.011612 -2.106438  0.43
H 1.261514 1.133881 -0.794639  0.48
H -0.556718 -1.287370 -0.406364  0.51
H -0.901170 -0.367267 -1.831352  0.25

Force components x, y, z for each atom (eV/Å):
C -0.3 0.2 0.3
C 0.6 -0.4 -0.1
F 0.0 0.1 0.1
P 0.3 -0.6 -0.1
C 0.1 -0.3 -0.2
C -0.7 0.5 -1.2
C 1.7 -1.4 0.4
F 0.0 0.3 0.8
F -0.7 0.6 -0.6
C -0.4 1.8 -0.6
F -0.6 1.1 0.5
F 0.7 -1.9 0.5
S -0.4 -1.3 0.6
F -0.2 0.2 0.3
F 0.1 -0.4 -0.2
F 0.3 0.4 -0.5
F 0.3 0.6 -0.2
F -0.4 0.0 -0.2
H 0.0 0.1 0.1
H 0.2 0.1 -0.2
H -0.1 -0.1 -0.1
H -0.1 0.1 -0.1
H -0.1 0.3 -0.1
H 0.1 0.1 0.1
H -0.3 0.1 0.1
H -0.2 0.0 0.0
H 0.2 0.0 0.0
H -0.2 0.0 0.2
H 0.2 0.0 0.4
H -0.1 -0.1 0.0


Record 2
Molecular formula: C20H50AuNO2P2Si4Te
Method: DFT, ωB97M-V with the def2-TZVPD basis set

The calculation puts the electronic energy at -88195.8625 eV. As for the total charge: +2. The expectation value of S² is 2.041. The gap between HOMO and LUMO (alpha / beta) comes out at 0.1840 / 0.1444 hartree. The multiplicity is 3.

Each line ends with the Mulliken charge.
Cartesian coordinates (Å):
Au -0.328558 -0.000168 -1.858516  0.71
P 1.968296 -0.830368 -2.029195  0.76
C 2.177627 -1.522193 -3.679168  -1.16
C 0.999434 -1.659285 -4.458734  0.77
N -0.216493 -1.184089 -4.015518  0.00
C -1.367565 -1.481349 -4.612246  0.56
C -1.426465 -2.345495 -5.721904  -0.81
C -0.211855 -2.741308 -6.308060  -0.49
C 0.997707 -2.365058 -5.711805  -0.87
C -2.664102 -0.974460 -3.974956  -1.23
P -2.324395 0.485358 -2.935931  0.33
H 1.953161 -2.572324 -6.204202  0.44
H -2.396236 -2.681935 -6.091202  0.51
H -0.220884 -3.430936 -7.160434  0.40
H -3.445456 -0.713533 -4.708106  0.57
H -3.104320 -1.726122 -3.299857  0.47
H 2.488611 1.218833 -4.528532  0.29
H 3.111863 -1.430084 -4.248642  0.43
H 0.813153 2.900067 -3.756014  0.36
O 2.755103 2.107087 -4.620404  -0.65
H 2.674998 2.246372 -5.588775  0.31
H 0.058621 1.967630 -2.074621  -0.10
O 0.233897 3.141671 -3.043517  -0.56
H 0.779489 3.792831 -2.507953  0.38
C -2.332758 1.830577 -4.152040  -1.27
H -3.297048 1.817827 -4.678083  0.47
H -2.215146 2.804805 -3.658397  0.37
H -1.544208 1.671088 -4.899797  0.33
C -3.726683 0.777591 -1.832575  -1.27
H -3.462980 1.602105 -1.150015  0.34
H -4.619251 1.062557 -2.411063  0.49
H -3.931730 -0.135853 -1.252225  0.36
C 2.127867 -2.440866 -1.261340  -1.10
H 3.105909 -2.807352 -1.547662  0.48
H 1.980935 -2.502190 -0.192867  -0.09
H 1.422988 -3.082203 -1.778885  0.48
C 3.386232 0.204063 -1.526498  -0.96
H 3.320037 0.613802 -0.504971  0.16
H 4.284960 -0.418625 -1.591598  0.45
H 3.515647 1.036102 -2.231797  0.29
C -3.360520 0.180335 2.357102  -0.87
Si -1.900731 -0.864927 2.884973  0.35
C -1.962440 -1.178910 4.771438  -0.90
C -1.954908 -2.509058 1.991579  -0.90
Si 0.088944 0.259089 2.428657  0.44
Te 0.452962 1.353848 0.134623  0.10
Si 0.012173 2.439200 3.425458  0.09
C -0.345195 2.273067 5.293266  -0.94
C 1.683488 3.285486 3.178849  -0.92
C -1.366174 3.427051 2.622884  -0.90
Si 1.830967 -1.006082 3.362400  0.49
C 1.920091 -0.659528 5.204935  -1.10
C 1.520782 -2.863337 3.106201  -1.03
C 3.458206 -0.535670 2.523275  -0.96
H -4.286962 -0.404470 2.421542  0.40
H -3.262151 0.515881 1.320270  0.05
H -3.500545 1.073015 2.973353  0.30
H -2.876583 -1.756318 4.999167  0.41
H -1.100820 -1.763430 5.133403  0.23
H -2.000765 -0.247973 5.358165  0.23
H -1.787350 -2.382561 0.918128  0.17
H -1.213480 -3.230642 2.342359  0.31
H -2.941456 -2.974829 2.105121  0.40
H 0.433027 1.692952 5.815591  0.27
H -0.350327 3.303186 5.693632  0.41
H -1.328283 1.815217 5.492989  0.27
H 1.973850 3.450826 2.131399  0.31
H 1.591699 4.268501 3.668132  0.38
H 2.490338 2.726281 3.675744  0.26
H -1.280812 3.477214 1.530729  0.25
H -2.362445 3.040373 2.870232  0.26
H -1.289209 4.449921 3.018484  0.36
H 0.978588 -0.848215 5.729722  0.35
H 2.680794 -1.312580 5.653050  0.41
H 2.207113 0.373753 5.422883  0.29
H 1.406946 -3.128646 2.045138  0.20
H 2.379449 -3.431768 3.500667  0.41
H 0.619505 -3.213706 3.629801  0.30
H 3.520551 -0.906691 1.489648  0.18
H 3.602858 0.553448 2.496929  0.28
H 4.298392 -0.973846 3.086178  0.42

Force components x, y, z for each atom (eV/Å):
Au -0.1 1.4 0.1
P 0.5 -1.2 -1.0
C 0.1 2.1 -0.6
C -1.2 -0.6 -1.3
N 0.4 -0.5 -0.8
C 0.0 -1.1 -0.2
C 0.4 0.2 0.3
C 0.1 -0.1 0.6
C -0.1 0.4 0.0
C -0.2 0.3 0.2
P -0.8 -0.3 -0.5
H -0.4 -0.3 0.4
H 0.4 0.2 -0.1
H 0.1 0.5 0.2
H 0.4 -0.2 0.1
H 0.2 0.0 -0.3
H -0.4 -2.0 0.3
H -0.2 -0.4 0.4
H 1.1 -0.6 -1.1
O -0.2 1.8 -1.0
H 0.3 0.1 0.7
H 0.1 0.1 -0.5
O 0.0 0.3 3.0
H -0.9 -0.8 -0.8
C -0.1 0.3 0.0
H 0.2 0.0 0.2
H 0.1 -0.3 -0.3
H -0.1 0.1 0.3
C -0.3 0.1 -0.1
H -0.1 -0.3 -0.2
H 0.2 -0.1 0.3
H 0.1 0.4 -0.1
C 0.3 -0.4 0.4
H 0.3 -0.2 0.3
H 0.0 0.1 0.3
H -0.3 -0.1 0.1
C 0.4 -0.1 -0.3
H -0.2 -0.3 -0.4
H 0.0 0.1 0.1
H -0.1 -0.1 0.2
C -0.2 0.1 -0.1
Si -0.6 -0.5 0.5
C 0.2 0.2 -0.2
C -0.1 -0.2 -0.2
Si -0.3 0.5 0.9
Te 0.6 1.6 1.3
Si 0.1 -0.1 0.4
C 0.1 0.0 -0.4
C -0.1 0.0 0.1
C 0.0 0.1 0.0
Si 0.9 -0.8 -0.2
C -0.2 0.3 0.1
C 0.0 0.1 0.0
C 0.0 0.1 0.1
H 0.1 0.0 0.0
H 0.0 0.0 0.0
H 0.1 -0.1 0.0
H 0.3 0.2 -0.2
H -0.3 0.1 -0.2
H 0.0 -0.3 -0.2
H 0.0 0.0 0.0
H -0.1 0.1 0.0
H 0.1 0.1 0.0
H -0.3 0.3 -0.2
H 0.0 -0.4 0.0
H 0.4 0.2 -0.1
H -0.2 0.0 0.3
H 0.2 -0.2 -0.1
H -0.2 0.2 -0.1
H 0.0 0.1 0.2
H 0.2 0.1 0.0
H -0.1 -0.1 -0.1
H 0.1 0.0 -0.1
H -0.1 0.1 -0.2
H 0.0 -0.1 -0.1
H 0.0 0.1 0.2
H -0.2 0.2 -0.1
H 0.3 0.1 -0.1
H -0.1 0.0 0.2
H 0.0 -0.2 0.1
H -0.2 0.1 -0.2


Record 3
Molecular formula: C12H13N2
Method: DFT, ωB97M-V with the def2-TZVPD basis set

The calculation puts the electronic energy at -15625.2799 eV. As for the total charge: +1. The gap between HOMO and LUMO (alpha / beta) comes out at 0.2860 / 0.2860 hartree. The energy above the lowest of the compared OMol25 structures with the same formula, charge and spin comes out at 2.930 eV.

Each line ends with the Mulliken charge.
Cartesian coordinates (Å):
C -3.185338 -0.792040 0.428884  -1.00
C -1.854817 -1.222347 0.576305  -0.17
C -0.727837 0.928159 1.257445  -0.62
C 0.690114 1.422285 1.087131  0.80
C -3.462645 0.288276 -0.330273  -0.05
C 0.627275 2.145284 -0.120754  -0.85
C -0.768390 -0.328650 0.510221  0.36
C -1.260759 1.284558 -0.072469  0.59
C 1.462033 0.394356 0.278870  0.32
C 0.543809 -0.554755 -0.029770  0.23
C 2.879812 0.530391 -0.082735  -1.70
C 0.670241 -1.779857 -0.867367  -1.92
N -0.449669 2.025191 -0.806662  -0.72
N -2.503657 1.170815 -0.603001  0.01
H -3.978402 -1.482749 0.682031  0.42
H -1.665182 -2.243708 0.873568  0.47
H -1.269369 1.211098 2.121745  0.58
H 1.209989 1.779517 2.096871  0.44
H -4.575231 0.577733 -0.612737  0.33
H 1.426188 2.658993 -0.637852  0.58
H 3.530205 1.155983 0.587084  0.37
H 3.023123 1.061926 -1.083556  0.33
H 3.410973 -0.424246 -0.180150  0.43
H -0.225315 -1.755910 -1.449458  0.49
H 0.835318 -2.486437 -0.072027  0.40
H 1.511627 -1.716764 -1.464408  0.51
H -2.643214 1.811599 -1.388527  0.37

Force components x, y, z for each atom (eV/Å):
C 1.3 -2.6 1.0
C -1.3 0.7 0.4
C -0.3 1.2 -0.7
C 1.8 0.3 4.6
C -2.5 2.8 -0.2
C 1.1 2.8 -2.6
C 1.3 -1.3 0.2
C -1.7 0.3 0.4
C -1.3 -1.3 1.1
C 0.8 -1.1 0.0
C 2.1 1.1 -1.4
C -0.2 1.6 1.7
N 0.3 1.0 -1.3
N -1.8 0.4 -0.8
H 0.0 0.1 -0.1
H 0.0 -0.2 -0.4
H -0.6 -0.5 0.9
H -1.0 -0.4 -2.5
H 2.7 -0.8 0.1
H 0.3 0.2 0.5
H -1.0 -0.6 -0.1
H -0.3 -0.8 1.0
H -0.4 0.1 0.0
H -0.5 -1.2 -0.4
H -0.5 -1.4 -0.4
H 1.7 -0.2 -1.4
H 0.0 -0.1 0.4